C44H56AsBCoNP | ωB97M-V/def2-TZVPD

Computed properties:
Maximum force = 0.764 eV/Å
Calculated total energy = -5749.74196 a.u.
2S+1 = 2
<S²> = 0.7711
LUMO energy (spin up / spin down) = 0.3 / 0.4 eV
Charge = 0

Each line ends with the Mulliken charge.
CARTESIAN COORDINATES (ANGSTROEM)
Co 0.26608 1.23553 1.01982  -0.260
C 0.76242 2.63753 2.42722  -0.686
C -0.22383 3.23073 1.55461  0.418
C 0.36531 3.28582 0.25477  -0.452
C 1.64862 2.64728 0.38097  -0.860
C 1.93751 2.32379 1.72795  -0.290
C 3.19660 1.75950 2.34683  2.203
C 4.17889 1.34775 1.24974  -1.863
C 2.86509 0.54875 3.22635  -1.490
C 3.83960 2.84647 3.21665  -1.930
C -0.12226 3.82385 -1.09816  2.536
C -0.75807 5.21327 -0.97340  -2.046
C 1.06167 4.00512 -2.06062  -1.970
C -1.09788 2.85694 -1.77590  -1.754
C -1.53918 3.75152 2.14200  2.130
C -1.46035 5.27721 2.31616  -1.653
C -2.76057 3.35582 1.30780  -1.427
C -1.76783 3.17707 3.55008  -2.031
H 0.58943 2.45537 3.47436  0.681
H 2.35291 2.54615 -0.42301  1.270
H 3.76290 0.55430 0.62462  0.347
H 5.10578 0.97764 1.69205  0.452
H 4.43323 2.18982 0.60210  0.331
H 2.27035 -0.18885 2.68772  0.120
H 2.29753 0.84397 4.11110  0.300
H 3.78403 0.06592 3.56728  0.492
H 4.12202 3.71543 2.61858  0.366
H 4.73818 2.46072 3.70356  0.484
H 3.14895 3.17977 3.99255  0.323
H -0.10306 5.90194 -0.43759  0.387
H -1.71924 5.19100 -0.46954  0.275
H -0.92963 5.61834 -1.97298  0.507
H 1.81328 4.68666 -1.65732  0.360
H 0.69539 4.42486 -2.99917  0.494
H 1.54178 3.06091 -2.30638  0.167
H -1.91869 2.56417 -1.12341  0.034
H -0.56060 1.95380 -2.06852  0.149
H -1.51631 3.30808 -2.67976  0.624
H -1.39195 5.81692 1.37712  0.212
H -0.58947 5.54231 2.91941  0.334
H -2.35051 5.62731 2.84350  0.487
H -2.76517 3.81134 0.32126  0.222
H -3.67034 3.67769 1.81900  0.558
H -2.80975 2.27091 1.18918  0.005
H -1.02096 3.53412 4.26023  0.394
H -1.76844 2.08748 3.55851  0.203
H -2.74050 3.51539 3.91034  0.517
C -0.87948 -1.35974 -0.99675  -0.248
C -1.51355 -0.74095 -2.22735  -1.614
As -2.75540 -1.93010 -3.21869  0.138
C -3.79635 -2.61123 -1.71640  0.373
C -4.11975 -1.76631 -0.65665  -0.258
C -4.92992 -2.20516 0.38091  -0.544
C -5.44207 -3.49410 0.36270  -0.554
C -5.14834 -4.33440 -0.70088  -0.552
C -4.33490 -3.89447 -1.73570  -0.376
C -1.49031 -3.39863 -3.49040  0.043
C -0.81414 -3.41076 -4.70737  -0.452
C 0.14860 -4.37374 -4.97683  -0.730
C 0.44230 -5.34431 -4.03093  -0.461
C -0.23071 -5.34788 -2.81632  -0.663
C -1.19281 -4.38336 -2.54949  0.079
P 0.66590 -0.59772 -0.35696  1.206
C 1.79843 -0.76058 -1.78171  0.683
C 1.95882 -2.03138 -2.34706  -0.681
C 2.77342 -2.21166 -3.44949  -0.674
C 3.43991 -1.12636 -4.00911  -0.909
C 3.28311 0.13469 -3.46283  -0.592
C 2.46386 0.31224 -2.35442  0.502
C 1.27838 -1.95135 0.70992  0.589
C 0.40733 -2.74356 1.45379  -0.626
C 0.90154 -3.72193 2.30440  -0.907
C 2.26778 -3.92766 2.41199  -0.771
C 3.14341 -3.14982 1.66699  -0.769
C 2.65159 -2.16740 0.82347  -0.236
H -0.61915 -2.40211 -1.19330  -0.111
H -1.57615 -1.36883 -0.15738  0.725
H -0.75762 -0.47359 -2.97233  0.767
H -2.06386 0.16993 -1.99531  0.335
H -3.73742 -0.75207 -0.62571  0.324
H -5.15320 -1.54055 1.20542  0.408
H -6.06775 -3.84111 1.17438  0.395
H -5.55182 -5.33873 -0.72571  0.387
H -4.11475 -4.56575 -2.55824  0.453
H -1.04059 -2.66173 -5.45862  0.393
H 0.66466 -4.36781 -5.92878  0.429
H 1.18685 -6.10173 -4.24142  0.413
H -0.00869 -6.10392 -2.07360  0.425
H -1.71297 -4.40333 -1.59920  0.426
H 1.45093 -2.88876 -1.92126  0.306
H 2.88607 -3.19997 -3.87420  0.495
H 4.08029 -1.26791 -4.87024  0.403
H 3.79900 0.98270 -3.89446  0.490
H 2.34895 1.29328 -1.92541  -0.069
H -0.66251 -2.59514 1.40761  0.526
H 0.21024 -4.30384 2.89892  0.496
H 2.65097 -4.68756 3.08069  0.405
H 4.21217 -3.30306 1.74537  0.462
H 3.34568 -1.56953 0.24578  0.219
B -1.85283 -1.47846 4.02395  0.797
C -1.30291 -0.50353 2.90781  0.021
N -0.89855 0.18279 2.06908  -0.456
H -2.48455 -0.80966 4.80711  -0.196
H -0.87014 -1.97721 4.52670  -0.157
H -2.52989 -2.30262 3.44586  -0.178

=====

C44H56Cl3N4O8PbSSi | ωB97M-V/def2-TZVPD

Computed properties:
Maximum force = 2.704 eV/Å
Calculated total energy = -4792.60151 a.u.
Energy above the lowest of the compared OMol25 structures with the same formula, charge and spin = 226.32 kJ/mol
2S+1 = 1
LUMO energy = -0.8 eV
Charge = -1

Each line ends with the Mulliken charge.
CARTESIAN COORDINATES (ANGSTROEM)
Pb 0.25837 -0.44924 -1.16617  2.647
O 3.34627 3.08916 -1.69387  -0.697
C 2.73297 2.06046 -1.41667  0.081
N 1.71567 1.54976 -2.12187  0.896
C 1.50967 1.81976 -3.41477  0.139
C 2.56687 2.09476 -4.30787  -0.602
C 2.32447 2.46456 -5.60067  -0.822
C 1.00177 2.57736 -6.06827  -0.708
C -0.04933 2.26566 -5.25867  -1.000
C 0.15877 1.78746 -3.93047  0.488
N -0.80423 1.36836 -3.13267  0.808
C -2.06473 1.11836 -3.58167  -0.481
O -2.34093 0.62706 -4.66287  -0.549
C -3.15613 1.48776 -2.62177  0.627
C -4.47923 1.32876 -3.03667  -0.752
C -5.49213 1.71846 -2.17987  -0.705
C -5.15463 2.23466 -0.93797  -0.956
C -3.80683 2.35246 -0.62467  -0.383
N -2.83603 2.00956 -1.44747  0.485
C 3.04487 1.35066 -0.13307  -0.207
C 4.23177 1.66746 0.52393  -1.120
C 4.53887 1.01506 1.70383  -1.087
C 3.64337 0.07626 2.19113  -1.047
C 2.48277 -0.16664 1.47393  -0.010
N 2.19767 0.44716 0.34193  1.927
H 3.57177 2.06226 -3.91857  0.484
H 3.14537 2.69966 -6.26257  0.428
H 0.82347 2.91386 -7.07997  0.410
H -1.05873 2.33876 -5.63287  0.544
H -4.68063 0.91216 -4.01117  0.574
H -6.52703 1.62136 -2.47557  0.435
H -5.91483 2.53906 -0.23237  0.447
H -3.48353 2.74276 0.33103  0.478
H 4.88347 2.40886 0.08963  0.597
H 5.45877 1.23626 2.22673  0.442
H 3.83617 -0.46694 3.10303  0.623
H 1.74747 -0.87864 1.81203  -0.387
C -0.56363 4.03746 -0.32437  -1.335
C -0.56023 3.58606 1.13753  1.646
C -1.47273 4.47066 1.99363  -1.594
C 0.86727 3.64666 1.68263  -1.082
O -1.05433 2.26166 1.14203  0.156
Si -1.20943 1.08476 2.22163  -1.053
S -0.83653 -0.75324 1.21283  -0.528
O -2.70353 1.02806 2.86903  -0.286
C -3.72083 0.03386 2.91653  2.045
C -4.90013 0.68076 3.65063  -1.950
C -4.15023 -0.40964 1.51943  -1.229
C -3.23373 -1.18624 3.70073  -1.470
O -0.10473 1.38576 3.37783  1.020
C 0.07377 1.22156 4.76593  1.824
C -1.05623 1.93386 5.51313  -1.441
C 1.42477 1.86996 5.09883  -1.837
C 0.11477 -0.25814 5.14913  -1.360
H -0.16763 5.04556 -0.41557  0.420
H -1.57043 4.00156 -0.72837  0.234
H 0.05217 3.35906 -0.90757  0.051
H -1.09083 5.48876 2.03753  0.424
H -1.52343 4.06166 2.99993  0.127
H -2.47543 4.49406 1.57443  0.282
H 1.23167 4.67016 1.64743  0.547
H 1.51627 3.02486 1.07463  0.162
H 0.89047 3.28176 2.70333  -0.143
H -5.31863 1.48476 3.05103  0.352
H -4.56773 1.08846 4.60373  0.361
H -5.66793 -0.06534 3.83563  0.391
H -4.42823 0.44846 0.91763  -0.001
H -5.00133 -1.08224 1.59263  0.639
H -3.33123 -0.92334 1.02553  0.027
H -3.04323 -0.91784 4.73723  0.292
H -2.32233 -1.55904 3.24113  0.105
H -3.98363 -1.97244 3.68073  0.593
H -1.05113 2.99206 5.26503  0.269
H -0.94043 1.82306 6.58843  0.481
H -2.00973 1.52116 5.20083  0.098
H 1.38907 2.93936 4.90723  0.346
H 2.19847 1.43366 4.47213  0.242
H 1.67527 1.70766 6.14323  0.457
H -0.82443 -0.73614 4.89703  0.134
H 0.29847 -0.36114 6.21643  0.520
H 0.90447 -0.76314 4.60193  0.189
Cl -1.44643 -1.94854 -5.90057  -0.190
C -2.21763 -2.78694 -4.54857  0.717
Cl -3.77793 -2.06444 -4.21447  -0.159
Cl -2.44253 -4.47614 -4.98897  -0.174
C -1.20973 -2.65794 -3.30737  -0.208
O -0.35933 -3.51654 -3.24537  -0.603
O -1.45033 -1.65694 -2.61387  -0.511
C 2.46237 -2.18544 -3.82507  -1.110
C 3.64587 -2.50514 -2.91227  0.254
C 4.17667 -1.23714 -2.24197  -1.392
C 3.29147 -3.58284 -1.91517  0.459
C 4.00607 -4.75934 -1.98867  -0.856
C 3.74567 -5.83584 -1.15637  -1.284
C 2.68497 -5.74914 -0.27147  -0.923
C 1.92247 -4.60554 -0.15487  0.394
C 0.76427 -4.65074 0.81073  0.260
C -0.55533 -4.30954 0.12103  -1.150
C 0.99717 -3.75354 2.02663  -1.121
C 2.25427 -3.42844 -0.92477  -0.371
O 1.73047 -2.29694 -0.66137  0.913
H 2.79127 -1.58394 -4.67207  0.498
H 1.70297 -1.62994 -3.27837  -0.323
H 2.00337 -3.10274 -4.18657  0.405
H 4.45097 -2.90934 -3.54247  0.623
H 3.45247 -0.87024 -1.52337  0.031
H 4.34737 -0.46824 -2.99427  0.400
H 5.11487 -1.43924 -1.72517  0.422
H 4.80537 -4.83754 -2.71407  0.349
H 4.34397 -6.73254 -1.21667  0.346
H 2.44407 -6.60334 0.34953  0.356
H 0.69657 -5.68664 1.17263  0.574
H -0.53333 -3.29434 -0.25977  -0.277
H -1.38283 -4.39244 0.82433  0.447
H -0.72713 -4.98144 -0.71697  0.418
H 1.98917 -3.92564 2.44153  0.366
H 0.25007 -3.96044 2.79033  0.447
H 0.90327 -2.71804 1.72723  -0.197

=====

What is the 2S+1 in the first record? 2